The following is a DFT calculation (ωB97M-V/def2-TZVPD) of a structure of composition C49H57N8O5RbSe.

XYZ file:
```
121
Properties=species:S:1:pos:R:3:forces:R:3:lowdin_charge:R:1
Rb 0.375525 -0.165180 -0.058380 -0.7 -0.4 -0.1 0.983
Se -0.223290 -4.242851 -2.217373 0.0 0.1 -0.1 0.576
O -2.501533 -1.867495 -0.647884 -0.1 0.0 -0.1 -0.093
O 1.038934 -0.684169 -2.520757 0.2 -0.2 -0.7 -0.144
O 0.450561 4.115767 -5.805199 0.0 -0.1 -0.1 0.039
O 2.067879 0.301230 -4.248185 0.0 0.3 -0.2 -0.029
O 1.848964 2.403952 -5.702945 0.5 -0.6 0.4 0.084
N -1.887475 -0.263478 1.853926 0.0 0.0 0.0 0.059
N -0.045890 -2.619414 -4.592189 0.0 0.0 0.0 -0.069
N -1.362832 2.563761 -2.450182 -0.1 0.0 0.1 0.020
N -0.114561 2.081242 1.397950 0.1 0.1 0.2 0.031
N 0.477403 -1.997760 2.024281 0.1 0.1 0.2 0.046
N -1.761454 -2.133282 -3.335696 -0.1 0.1 0.2 0.130
N -0.712784 1.407249 -2.308501 0.3 0.0 -0.1 0.069
N 2.290713 0.338777 1.631907 0.3 0.1 0.4 -0.008
C -2.525347 2.100214 1.708269 0.0 0.0 0.0 0.036
C -1.807982 -2.602352 2.565957 0.0 -0.1 0.0 0.027
C 5.468698 -1.676876 -0.731771 0.0 0.0 0.0 -0.082
C 4.449038 -0.132945 0.976293 0.0 0.0 0.0 -0.140
C -1.802833 -1.258620 -4.402339 0.0 0.1 0.1 -0.184
C 0.121830 2.588608 -4.047962 -0.1 -0.1 -0.1 -0.064
C 3.179061 -0.655232 1.493980 -0.1 0.0 0.0 -0.278
C 1.181573 0.221737 -3.342205 0.0 0.3 -0.2 -0.615
C 5.188032 2.187117 0.149566 0.0 0.0 0.0 -0.204
C -4.662139 -1.990445 3.676331 -0.1 0.0 0.0 -0.203
C -2.954051 5.107767 -0.286681 0.0 0.0 0.0 -0.102
C -4.960733 1.885211 4.347759 0.0 0.0 0.0 -0.096
C 0.824629 3.089237 -5.263425 -0.1 0.2 0.3 -0.539
C 2.546279 -5.114521 2.168254 0.0 0.0 0.0 -0.207
C -0.570064 -5.495639 2.839527 0.0 0.0 0.0 -0.205
C -2.767003 0.759625 2.012656 0.0 0.0 0.0 -0.251
C 2.893482 -2.022774 1.702445 0.1 0.0 0.0 0.041
C -0.710163 -1.568198 -5.208225 0.1 0.0 0.0 -0.172
C -5.164868 1.116847 3.039593 0.0 0.0 0.0 -0.207
C -0.808529 -5.642609 4.344430 0.0 0.0 0.0 -0.100
C 1.665618 -2.634205 1.967643 0.0 0.1 0.0 -0.256
C 2.214985 2.697732 1.016579 0.1 0.1 0.0 0.041
C -0.455597 -2.902471 2.349814 0.0 0.1 0.0 -0.254
C -2.390864 0.496796 -5.874528 0.0 0.1 0.0 -0.101
C -0.680922 -2.939548 -3.434493 0.1 -0.1 0.1 -0.770
C -0.905871 3.301407 -3.472906 0.1 0.0 0.0 -0.027
C -1.284503 0.197319 -6.674224 0.0 0.0 0.0 -0.095
C 1.263032 -3.087205 -4.987455 0.0 0.0 0.0 -0.033
C 2.876380 1.474884 1.191587 -0.1 0.0 0.0 -0.280
C -2.433935 -1.351846 2.434871 0.0 0.0 0.0 -0.271
C -1.293673 2.718536 1.408309 0.0 -0.1 0.0 -0.271
C 0.206688 1.395352 -3.265797 0.0 0.0 0.0 -0.141
C 0.979536 5.581062 0.663101 0.0 0.0 0.0 -0.209
C 0.240970 4.308431 0.940591 0.0 0.0 0.0 -0.148
C 4.879881 2.402599 -1.335587 0.0 0.0 0.0 -0.083
C 4.259616 1.202009 0.789036 0.0 0.0 -0.1 -0.142
C 1.600050 6.190172 1.922785 0.0 0.0 0.0 -0.101
C -2.181465 5.172676 1.033759 0.0 0.0 0.0 -0.206
C -2.668784 -0.225344 -4.723890 0.1 0.0 0.0 -0.015
C 1.478008 -4.068892 2.238902 0.0 0.0 0.0 -0.139
C -3.774304 -1.041449 2.934753 0.0 0.0 0.0 -0.141
C 5.641131 -0.961390 0.611515 0.0 0.0 0.0 -0.204
C -4.242499 -2.180985 5.136295 0.0 0.0 0.0 -0.095
C -3.985500 0.274795 2.664368 0.0 0.0 0.0 -0.143
C -1.099797 4.141459 1.130734 0.0 0.0 -0.1 -0.153
C 2.861300 -5.518107 0.725204 0.0 0.0 0.0 -0.089
C 0.844530 2.991385 1.131894 0.0 -0.1 0.0 -0.267
C -0.423900 -0.842120 -6.353581 0.0 0.0 0.1 -0.006
C 0.156182 -4.234566 2.488647 0.0 0.0 0.0 -0.140
H -2.024068 2.827311 -1.737163 0.0 0.0 0.0 0.131
H -4.663412 -2.962982 3.173823 0.0 0.0 0.0 0.103
H 2.155899 7.104542 1.696709 0.0 0.0 0.0 0.060
H 3.456127 -4.744056 2.650799 0.0 0.0 0.0 0.102
H 1.973004 -5.921935 0.236205 0.0 0.0 0.0 0.068
H -1.313009 4.263622 -3.731486 0.0 0.0 0.0 0.126
H -1.072100 0.815668 -7.536660 0.0 0.0 0.0 0.100
H -2.886068 5.049406 1.862923 0.0 0.0 0.0 0.102
H 5.830412 -1.701932 1.395872 0.0 0.0 0.0 0.100
H -4.080016 2.525604 4.282802 0.0 0.0 0.0 0.069
H 0.824962 6.429104 2.654257 0.0 0.0 0.0 0.069
H -3.211473 -2.532636 5.195601 0.0 0.0 0.0 0.064
H -3.498795 0.028053 -4.077668 0.0 0.0 0.0 0.113
H -1.358307 -6.558851 4.577554 0.0 0.0 0.0 0.060
H 3.854063 2.747768 -1.472647 0.0 0.0 0.0 0.070
H 3.654502 -6.269942 0.683286 0.0 0.0 0.0 0.062
H -5.695869 -1.632277 3.641011 0.0 0.0 0.0 0.095
H 0.461431 -1.043388 -6.941055 0.0 0.0 0.0 0.113
H -2.277834 5.255232 -1.132499 0.0 0.0 0.0 0.065
H -1.752861 6.172715 1.149467 0.0 0.0 0.0 0.097
H 3.173166 -4.651384 0.140813 0.0 0.0 0.0 0.065
H -2.432151 -3.415914 2.924690 0.0 0.0 0.0 0.092
H -1.530013 -5.520086 2.315569 0.0 0.0 0.0 0.106
H -5.826951 2.510054 4.584553 0.0 0.0 0.0 0.060
H -4.884420 -2.903965 5.647638 0.0 0.0 0.0 0.061
H -1.376783 -4.793620 4.728687 0.0 0.0 0.0 0.060
H 6.532982 -0.327674 0.573181 0.0 0.0 0.0 0.094
H 1.935104 -2.229831 -5.049263 0.0 0.0 0.0 0.089
H 0.142241 -5.665580 4.881240 0.0 0.0 0.0 0.070
H 1.209758 -3.607411 -5.946465 0.0 0.0 0.0 0.088
H 4.588728 -2.321570 -0.717762 0.0 0.0 0.0 0.067
H 1.766516 5.398980 -0.074930 0.0 0.0 0.0 0.104
H -3.378325 2.767829 1.806376 0.0 0.0 0.0 0.089
H 1.614519 -3.769931 -4.218002 0.0 0.0 0.0 0.040
H -6.054158 0.484979 3.127120 0.0 0.0 0.0 0.095
H 2.843970 3.526577 0.700526 0.0 0.0 0.0 0.094
H -3.022289 1.334684 -6.142005 0.0 0.0 0.0 0.096
H 6.221695 1.844521 0.260647 0.0 0.0 0.0 0.094
H 2.241452 -5.997650 2.738646 0.0 0.0 0.0 0.096
H 0.303959 6.308495 0.202341 0.0 0.0 0.0 0.097
H -2.223079 -2.000733 -2.426889 0.0 0.0 -0.1 0.104
H 6.341937 -2.288510 -0.975921 0.0 0.0 0.0 0.062
H -5.377345 1.828482 2.235513 0.0 0.0 0.0 0.100
H -4.801057 1.195049 5.178496 0.0 0.0 0.0 0.060
H 2.281899 5.480364 2.393594 0.0 0.0 0.0 0.068
H -4.292254 -1.233585 5.676827 0.0 0.0 0.0 0.061
H 4.974736 1.469914 -1.893573 0.0 0.0 0.0 0.067
H -2.023642 -2.646847 -0.328464 0.0 0.0 0.0 0.012
H 2.046031 1.582967 -5.070605 -0.4 0.1 -0.4 0.075
H 5.130000 3.147854 0.672073 0.0 0.0 0.0 0.100
H -0.007707 -6.359533 2.473238 0.0 0.0 0.0 0.099
H 3.745453 -2.691741 1.613111 0.0 0.0 0.0 0.092
H 5.316837 -0.955419 -1.536092 0.0 0.0 0.0 0.067
H -2.344928 -1.187061 0.033800 0.0 -0.1 0.1 0.007
H 5.551831 3.140384 -1.782592 0.0 0.0 0.0 0.063
H -3.434010 4.132275 -0.398490 0.0 0.0 0.0 0.062
H -3.735655 5.870625 -0.339914 0.0 0.0 0.0 0.062
```
Forces are in eV/Å.

Values from the calculation:
- ΔE to the lowest compared entry with this formula, charge and spin (kJ/mol) = 14.06
- LUMO energy (eV) = 3.76
- Kohn-Sham gap (Eh) = 0.188
- largest force on an atom (eV/Å) = 0.91
- charge = -2